{"formula": "C43H78N8O11S3", "method": "ωB97M-V/def2-TZVPD", "symbols": ["C", "C", "O", "C", "H", "H", "H", "H", "H", "H", "C", "C", "O", "C", "H", "H", "H", "H", "H", "H", "C", "C", "O", "C", "H", "H", "H", "H", "H", "H", "C", "C", "O", "C", "H", "H", "H", "H", "H", "H", "C", "C", "O", "C", "H", "H", "H", "H", "H", "H", "C", "C", "N", "H", "H", "H", "C", "C", "N", "H", "H", "H", "C", "C", "N", "H", "H", "H", "C", "C", "N", "H", "H", "H", "C", "C", "N", "H", "H", "H", "C", "C", "N", "H", "H", "H", "C", "C", "N", "H", "H", "H", "C", "C", "N", "H", "H", "H", "C", "C", "C", "S", "O", "O", "C", "H", "H", "H", "H", "H", "H", "H", "H", "C", "C", "C", "S", "O", "O", "C", "H", "H", "H", "H", "H", "H", "H", "H", "C", "C", "C", "S", "O", "O", "C", "H", "H", "H", "H", "H", "H", "H", "H"], "xyz": [[3.3568, 1.2199, -6.0798], [3.5139, 0.7285, -4.6860], [2.8106, -0.2048, -4.2933], [4.3781, 1.5877, -3.6953], [2.6239, 2.0061, -6.2612], [3.1370, 0.4167, -6.7830], [4.3066, 1.6306, -6.4221], [3.8536, 2.4822, -3.3594], [5.2597, 1.9889, -4.1953], [4.7640, 0.9143, -2.9300], [1.9139, -4.7097, -2.7625], [2.7047, -3.9682, -1.6578], [3.7003, -4.4699, -1.1696], [2.0536, -2.7319, -1.1601], [2.5291, -5.5693, -3.0283], [1.7780, -4.1237, -3.6715], [0.9663, -5.1103, -2.4023], [2.0557, -2.7860, -0.0715], [0.9862, -2.7491, -1.3800], [2.6090, -1.8337, -1.4302], [-6.1837, -2.5146, 0.1119], [-4.9146, -3.1846, 0.6187], [-3.8490, -2.6234, 0.5975], [-4.9262, -4.6787, 0.8707], [-7.0823, -2.8345, 0.6393], [-6.2121, -2.8357, -0.9294], [-6.2371, -1.4298, 0.2034], [-5.8462, -5.2373, 0.6985], [-4.6717, -4.7598, 1.9275], [-4.2260, -5.0653, 0.1302], [-0.8349, 4.7575, -1.1855], [0.6451, 4.8921, -0.8932], [1.1340, 4.4891, 0.1636], [1.4375, 5.7525, -1.8185], [-1.0020, 3.8642, -1.7875], [-1.1975, 5.6578, -1.6815], [-1.4166, 4.6033, -0.2767], [1.0439, 6.7635, -1.9240], [1.4972, 5.2136, -2.7641], [2.4285, 5.9791, -1.4254], [-4.5449, 0.3203, 1.9651], [-4.4406, 1.7784, 1.5799], [-3.5750, 2.5029, 2.0324], [-5.5959, 2.3652, 0.7881], [-3.5630, 0.0491, 2.3530], [-4.9620, -0.3224, 1.1898], [-5.1804, 0.1468, 2.8335], [-6.4767, 2.2159, 1.4126], [-5.8496, 1.9652, -0.1936], [-5.6623, 3.4415, 0.6290], [0.8958, 4.0139, 3.1670], [0.7240, 5.4375, 3.2243], [0.5405, 6.5599, 3.2037], [0.2578, 3.6444, 2.3642], [0.4639, 3.6272, 4.0900], [1.9290, 3.6938, 3.0319], [-2.1867, 3.9833, -4.7341], [-0.8501, 3.3658, -4.4751], [0.2183, 2.9828, -4.3044], [-2.5922, 4.5540, -3.8987], [-2.8748, 3.2588, -5.1696], [-1.8761, 4.6897, -5.5040], [-4.4552, 1.0318, -3.1857], [-5.6585, 0.6487, -2.4622], [-6.6211, 0.3634, -1.9041], [-3.9042, 1.7805, -2.6166], [-4.6780, 1.5646, -4.1102], [-3.9585, 0.1348, -3.5555], [-0.5268, -0.7873, -5.5462], [0.1539, -0.2638, -6.7809], [0.5956, 0.1904, -7.7400], [-1.1668, -1.5749, -5.9440], [-1.0795, -0.0360, -4.9820], [0.2405, -1.1889, -4.8844], [3.5839, 1.2439, 5.7291], [2.5687, 1.0590, 4.7238], [1.7298, 0.8757, 3.9686], [3.5097, 2.2548, 6.1298], [4.6093, 1.0603, 5.4082], [3.3251, 0.5558, 6.5339], [-3.3608, -2.7825, -3.9312], [-4.2546, -3.7737, -3.2532], [-4.9386, -4.5554, -2.7446], [-2.4790, -3.3133, -4.2901], [-2.9830, -2.0924, -3.1768], [-3.8414, -2.1337, -4.6634], [-1.2934, -4.2544, 1.6899], [0.1598, -4.1383, 1.8814], [1.3118, -4.0710, 2.0601], [-1.5473, -3.6434, 0.8237], [-1.7495, -3.8111, 2.5750], [-1.6909, -5.2610, 1.5597], [4.1564, 3.2741, -0.7103], [4.1936, 2.8914, 0.7057], [4.2389, 2.5071, 1.8131], [3.9472, 4.3438, -0.7135], [3.3029, 2.7860, -1.1809], [5.0571, 3.0731, -1.2902], [-0.7159, -0.3218, 6.8252], [-1.2080, -0.2475, 5.3607], [-2.1840, -1.4034, 5.2239], [-1.3953, -2.8253, 6.0721], [-0.7226, -3.7226, 5.1061], [-2.1985, -3.3007, 7.1746], [-0.0761, -1.7230, 6.8621], [-1.5648, -0.2173, 7.5010], [-0.1048, 0.5162, 7.1604], [-0.3273, -0.4155, 4.7409], [-1.7029, 0.6720, 5.0482], [-2.6583, -1.6443, 4.2725], [-3.0212, -1.1541, 5.8758], [0.7390, -1.8365, 6.1473], [0.2857, -2.0816, 7.8258], [4.2024, -2.1090, 2.0554], [5.4274, -2.8107, 1.5340], [5.9457, -2.0635, 0.2312], [5.4362, -0.2413, 0.4601], [4.4657, 0.0778, -0.6137], [6.6196, 0.5736, 0.6014], [4.4287, -0.5579, 2.0317], [3.7383, -2.4923, 2.9641], [3.4685, -2.4829, 1.3414], [5.3524, -3.8752, 1.3121], [6.2380, -2.7292, 2.2581], [5.4291, -2.4014, -0.6672], [7.0200, -2.0484, 0.0472], [3.5691, 0.1039, 2.1377], [5.1319, -0.3084, 2.8262], [-0.2172, 0.5106, 0.9403], [1.1005, 0.7378, 0.1967], [0.9016, 0.6237, -1.3345], [-0.7856, -0.1656, -1.6116], [-0.7217, -1.2696, -2.5372], [-1.7526, 0.9795, -1.8401], [-0.9455, -0.6663, 0.1672], [-0.8251, 1.4149, 0.9121], [-0.1171, 0.3824, 2.0181], [1.8524, 0.0281, 0.5418], [1.4216, 1.7402, 0.4799], [1.6307, -0.0602, -1.7689], [0.9020, 1.4897, -1.9965], [-0.2771, -1.5145, 0.3152], [-1.9686, -0.9205, 0.4443]], "lowdin_charge": [-0.049, -0.433, 0.031, -0.011, 0.082, 0.068, 0.074, 0.067, 0.073, 0.060, -0.013, -0.460, 0.063, -0.026, 0.074, 0.078, 0.080, 0.045, 0.064, 0.081, -0.016, -0.489, 0.033, -0.021, 0.084, 0.075, 0.041, 0.080, 0.088, 0.077, -0.007, -0.455, 0.036, -0.023, 0.055, 0.082, 0.090, 0.091, 0.078, 0.074, -0.013, -0.468, 0.053, -0.022, 0.069, 0.046, 0.095, 0.087, 0.035, 0.080, -0.096, -0.309, 0.126, 0.065, 0.074, 0.059, -0.038, -0.261, 0.162, 0.078, 0.073, 0.083, -0.067, -0.259, 0.150, 0.069, 0.078, 0.062, -0.060, -0.256, 0.125, 0.069, 0.062, 0.058, -0.045, -0.267, 0.186, 0.091, 0.089, 0.085, -0.063, -0.233, 0.135, 0.082, 0.044, 0.079, -0.062, -0.246, 0.159, 0.054, 0.065, 0.089, -0.060, -0.236, 0.163, 0.069, 0.063, 0.087, -0.210, -0.235, -0.226, 0.728, -0.357, -0.335, -0.193, 0.111, 0.107, 0.074, 0.120, 0.093, 0.098, 0.085, 0.101, -0.229, -0.211, -0.157, 0.714, -0.386, -0.344, -0.196, 0.110, 0.062, 0.113, 0.103, 0.075, 0.089, 0.035, 0.086, -0.196, -0.198, -0.166, 0.743, -0.357, -0.390, -0.172, 0.098, 0.087, 0.094, 0.092, 0.058, 0.074, 0.075, 0.074], "homo_ev": -9.55, "de_lowest_kj_mol": 0.00, "gap_ha": 0.35207, "lumo_energy_ev": 0.03}